[1]
Density functional theory data (the ωB97M-V functional and the def2-TZVPD basis) for a 2-piece molecular cluster, C2H8N overall.

Results
* total charge: +1
* DFT total energy: -3681.74408 eV
* largest force on an atom: 3.002 eV Å⁻¹
* orbital gap: 7.532 eV
* E_LUMO: -8.91 eV

Geometry as XYZ:
```
11
Properties=species:S:1:pos:R:3:forces:R:3:nbo_charge:R:1
C -2.251847 0.182579 0.028574 0.04 -0.12 -0.24 -0.851
N 0.987129 -0.479734 -0.034170 0.23 -0.05 -0.16 -0.095
C 2.156067 0.120461 0.130063 0.79 -1.12 2.67 -0.329
H -2.702285 -0.413637 0.816797 -0.14 0.11 0.04 0.228
H -2.731716 -0.032760 -0.925292 -0.09 0.04 0.09 0.227
H -1.208518 -0.088599 -0.051169 -0.05 -0.01 0.00 0.172
H 1.099493 -1.486575 -0.273541 -0.05 0.26 -0.67 0.403
H -2.311879 1.245169 0.240184 -0.17 0.05 0.11 0.223
H 1.755780 0.472253 -0.947386 -0.53 -0.10 -0.35 0.450
H 2.131243 0.943808 0.852696 -0.16 0.85 -0.92 0.310
H 3.076534 -0.462970 0.163243 0.12 0.08 -0.58 0.262
```
Positions in Å, forces in eV/Å.


[2]
Density functional theory data (the ωB97M-V functional and the def2-TZVPD basis) for a 2-piece molecular cluster, C2H8N overall.

Results
* total charge: +1
* DFT total energy: -3685.70597 eV
* largest force on an atom: 1.858 eV Å⁻¹
* orbital gap: 10.183 eV
* E_LUMO: -4.27 eV

Geometry as XYZ:
```
11
Properties=species:S:1:pos:R:3:forces:R:3:nbo_charge:R:1
N 0.565617 -1.355534 -1.092475 -0.15 0.39 -0.22 -0.859
H 0.014430 -1.575745 -0.263552 -0.24 -0.50 -0.07 0.468
H 0.016523 -0.681989 -1.635121 0.15 0.21 0.11 0.466
H 1.417163 -0.925423 -0.739243 0.23 0.23 -0.24 0.458
H 0.794491 -2.137984 -1.700252 -0.05 -0.43 0.18 0.459
C -0.313466 0.523793 1.107311 -1.19 -0.62 1.27 -0.461
C -0.655486 1.670017 0.543128 1.81 0.42 0.07 -0.341
H -0.972288 0.127912 1.878745 -0.32 -0.35 -0.44 0.219
H 0.591836 -0.066618 1.067910 0.60 0.79 -0.12 0.156
H -1.599801 2.141805 0.728568 -0.29 0.06 0.10 0.228
H 0.140978 2.279770 0.104986 -0.56 -0.20 -0.64 0.207
```
Positions in Å, forces in eV/Å.


[3]
Density functional theory data (the ωB97M-V functional and the def2-TZVPD basis) for one molecule with the formula C2H8N2.

Results
* DFT total energy: -5183.19429 eV
* structure (SMILES): NCCN
* largest force on an atom: 2.532 eV Å⁻¹
* orbital gap: 9.936 eV
* E_LUMO: 1.31 eV

Geometry as XYZ:
```
12
Properties=species:S:1:pos:R:3:forces:R:3:nbo_charge:R:1
C 0.702053 0.377447 -0.059651 -0.08 -0.94 0.12 -0.212
C -0.706288 -0.260988 -0.135979 0.78 2.25 0.85 -0.220
N -1.636452 0.510603 0.681816 0.60 -1.00 -0.03 -0.897
N 1.652174 -0.498223 -0.739874 0.06 0.14 -0.72 -0.859
H 0.926386 0.401931 1.003936 0.02 0.41 0.27 0.170
H 0.752312 1.381836 -0.476466 -0.16 0.11 -0.02 0.177
H -0.500822 -1.208175 0.355764 -0.67 -0.59 -0.55 0.182
H -1.077264 -0.235668 -1.155558 0.28 -0.90 -0.34 0.182
H -1.496233 1.469913 0.917211 -0.11 0.06 -0.11 0.382
H -2.493102 0.041158 0.861192 -0.54 0.41 0.27 0.374
H 1.291435 -1.425461 -0.891649 0.01 -0.11 0.09 0.355
H 2.585800 -0.554375 -0.360743 -0.21 0.15 0.18 0.365
```
Positions in Å, forces in eV/Å.


Record-wise ΔE to the lowest compared entry with this formula, charge and spin values, in eV: 5.421, 1.459, 0.544